(1)
19
Properties=species:S:1:pos:R:3:nbo_charge:R:1 method="wB97M-V/def2-TZVPD" total_charge=-1 total_energy_ha=-327.67746 smiles=CCCCNC[O-] gap_ev=6.04 largest_force_ha_per_bohr=0.0426 relative_energy_kj_mol=48.81 homo_ev=-2.34
H 1.36652 -0.55153 -1.01162 0.21
C -0.62978 0.40255 0.48656 -0.22
H -2.18290 2.11147 -0.99007 0.06
H -1.60527 0.59893 0.92490 0.22
C -1.31957 2.53973 -0.43267 0.14
H -1.03697 -1.78350 0.48002 0.18
H 2.60516 -2.38734 0.24852 0.19
O -1.63137 3.02656 0.76133 -0.95
C -0.58176 -1.01462 -0.14937 -0.41
H 2.06699 -0.94700 1.08458 0.20
C 0.81957 -1.38953 -0.57985 -0.39
H 0.61567 1.84894 -0.15710 0.34
H 0.06539 0.29237 1.32957 0.15
H -0.92331 3.30817 -1.16108 0.06
H -1.17710 -1.01939 -1.07695 0.19
H 0.88776 -2.18365 -1.32726 0.18
N -0.26152 1.44944 -0.44574 -0.71
C 1.72007 -1.87480 0.62025 -0.62
H 1.20242 -2.42679 1.39597 0.19



(2)
19
Properties=species:S:1:pos:R:3:nbo_charge:R:1 method="wB97M-V/def2-TZVPD" total_charge=-1 total_energy_ha=-327.58003 gap_ev=5.70 largest_force_ha_per_bohr=0.0425 relative_energy_kj_mol=304.60 homo_ev=-1.70
C -0.16091 1.43530 0.42117 -0.23
O -3.53024 0.34624 -0.79071 -0.64
C 0.77044 -1.64814 -0.30336 -0.65
H -0.28367 2.20982 -0.36767 0.11
H 2.38277 -0.58986 2.02648 0.07
C -1.43093 0.58335 0.39757 -0.48
H 2.17824 -0.27626 -1.09838 0.16
H -2.09292 1.64533 -1.32144 0.10
N 1.11935 0.78041 0.32746 -0.81
H -0.11328 1.98101 1.35732 0.18
H -1.73674 0.05753 1.29422 0.22
H 0.53858 0.04120 -1.61864 0.10
H -1.30264 -0.08137 -0.53101 0.27
H 0.27066 -2.20925 -1.10406 0.17
H 0.10784 -1.65070 0.56056 0.19
C -2.45861 0.88415 -0.61003 0.38
H 1.63083 -2.25743 -0.01325 0.18
H 2.96361 -1.06816 2.08542 -0.09
C 1.14765 -0.18317 -0.71165 -0.23



(3)
19
Properties=species:S:1:pos:R:3:nbo_charge:R:1 method="wB97M-V/def2-TZVPD" total_charge=-1 total_energy_ha=-327.66442 smiles=C[C@@H](N)CCC[O-] gap_ev=6.86 largest_force_ha_per_bohr=0.0708 relative_energy_kj_mol=83.04 homo_ev=-2.71
H 0.29690 -1.90165 -2.17709 0.18
H 0.59669 -0.53435 2.12139 0.08
H -0.38252 -0.29986 -2.59587 0.18
O 0.84666 1.53886 1.78125 -0.93
C 0.05025 0.45236 2.07393 -0.04
C -1.15156 0.31029 1.13738 -0.45
N 1.11049 1.02203 -0.71871 -0.93
H -0.62696 -1.64108 0.38021 0.19
C 0.45297 -0.82189 -2.12891 -0.61
H -0.30155 0.52208 3.14442 0.10
H -2.05093 -0.09829 1.59353 0.17
C -0.85874 -0.65732 -0.04497 -0.43
H 0.96445 1.35410 0.30466 0.43
H -1.55083 -0.45840 -0.84930 0.18
C 0.57187 -0.28784 -0.68159 -0.02
H -1.23971 1.28126 0.69699 0.20
H 1.35678 -0.56841 -2.63531 0.20
H 0.68268 1.72121 -1.29056 0.32
H 1.23305 -0.93311 -0.11146 0.16



(4)
19
Properties=species:S:1:pos:R:3:mulliken_spin:R:1 method="wB97M-V/def2-TZVPD" total_charge=0 total_energy_ha=-327.52174 spin_multiplicity=2 gap_ev="10.30 / 7.75" largest_force_ha_per_bohr=0.0856 relative_energy_kj_mol=276.59 homo_ev="-9.39 / -9.38"
H 1.52737 0.81316 -0.63021 0.02
H 0.24065 2.39554 -0.26205 0.01
C 0.36780 -1.09156 0.23259 0.00
H 0.90003 -3.09484 -0.40241 0.00
H 2.06420 -2.04845 -0.96219 0.00
C -0.21296 1.47545 0.27567 0.22
H 1.74044 -0.15112 1.58983 0.00
C 0.93254 -2.13305 -0.72404 0.00
C -1.91062 1.60095 -0.14271 0.00
H -2.29609 2.39797 0.36736 0.00
H -0.25202 0.44476 -1.48686 0.02
H 0.39639 -2.10266 -1.80193 0.00
N 1.01081 -0.93371 1.58176 0.00
O -2.53221 0.46538 0.11278 0.72
C 0.46137 0.35460 -0.44322 -0.01
H -0.75539 -1.13815 0.14509 0.00
H -0.22957 1.41899 1.36630 -0.01
H -1.70557 2.10670 -1.05139 0.02
H 0.25282 -0.77996 2.23564 0.00



(5)
19
Properties=species:S:1:pos:R:3:nbo_charge:R:1 method="wB97M-V/def2-TZVPD" total_charge=+1 total_energy_ha=-327.39917 smiles="CC(C)[C@@H]([NH3+])C=O" gap_ev=11.11 largest_force_ha_per_bohr=0.0922 relative_energy_kj_mol=158.63 homo_ev=-15.06
C 2.12935 0.42596 -0.28784 0.40
H 0.87537 -0.96313 -1.79711 0.47
C -0.38196 0.54166 0.59184 -0.22
H 0.02057 1.71107 -1.18978 0.22
N 0.57260 -1.31022 -0.86438 -0.67
H 0.97099 -1.01096 1.08576 0.26
H 1.01698 -2.13967 -0.65209 0.44
H -1.68949 0.69250 -1.07763 0.22
H -1.45145 2.28165 -0.42198 0.28
H -1.18930 -0.79368 2.19685 0.25
H -2.43165 -0.03896 1.46443 0.27
H -0.43355 -1.36790 -0.80193 0.45
C -0.87654 1.30320 -0.53680 -0.67
C -1.44169 -0.47445 1.21623 -0.66
H 0.01046 1.21642 1.32277 0.24
C 0.90731 -0.32395 0.17717 -0.17
O 2.74732 0.11395 -1.30325 -0.49
H -1.81874 -1.20167 0.50841 0.20
H 2.46343 1.33817 0.36933 0.18



(6)
19
Properties=species:S:1:pos:R:3:nbo_charge:R:1 method="wB97M-V/def2-TZVPD" total_charge=+1 total_energy_ha=-327.29264 smiles="[NH3+]/C=C/CCCO" gap_ev=8.13 largest_force_ha_per_bohr=0.1046 relative_energy_kj_mol=438.31 homo_ev=-12.70
H 1.67955 -2.08780 1.40053 0.21
H -1.72939 1.33879 -1.61044 0.21
H 2.52573 -0.99107 -0.33463 0.49
N 0.25989 1.39755 -1.92112 -0.69
H 0.15969 2.22179 -2.67549 0.44
C 1.12595 -1.15363 1.03862 -0.10
H 0.29836 0.53485 -2.40459 0.45
C -0.39234 -1.50189 1.01411 -0.37
H -0.81945 -2.27641 0.18162 0.23
C -1.23227 -0.02140 0.85890 -0.47
O 1.65971 -0.63022 -0.24239 -0.78
H -1.39791 0.10081 1.86824 0.22
H 1.23959 -0.41899 1.85024 0.18
C -0.79363 1.36468 -1.02710 -0.08
H -0.32814 1.97900 0.85999 0.25
C -0.56585 1.11705 0.29683 -0.14
H -2.07712 -0.33384 0.24632 0.24
H -0.71473 -1.93810 1.98184 0.24
H 1.10236 1.29881 -1.38150 0.47



(7)
19
Properties=species:S:1:pos:R:3:nbo_charge:R:1 method="wB97M-V/def2-TZVPD" total_charge=+1 total_energy_ha=-327.41633 gap_ev=11.38 largest_force_ha_per_bohr=0.0806 relative_energy_kj_mol=113.58 homo_ev=-14.97
C 1.16046 -1.71553 -0.23982 -0.72
H -1.04989 -0.81059 -1.36851 0.23
C 0.25411 2.00587 -0.06997 -0.46
N 0.16159 0.55911 -0.31556 -0.32
H 0.05465 -2.08549 -0.28856 0.27
H -2.99406 -0.45473 0.39933 0.25
C 1.16625 -0.26524 -0.05825 0.70
H 1.88276 -1.99908 -0.93884 0.28
H -1.37254 -1.32123 0.96942 0.21
C -1.88448 -0.34784 0.70565 -0.61
H -1.57367 0.47321 1.35264 0.22
H 1.54267 -2.14696 0.67424 0.27
O 2.29584 0.30762 0.21119 -0.59
H -1.91507 0.85601 -1.01286 0.25
H -0.38855 2.31863 0.79490 0.23
H -0.38416 2.53146 -0.85341 0.25
C -1.22291 0.08976 -0.63252 -0.23
H 1.35549 2.29218 0.17633 0.27
H 2.91151 -0.28718 0.49461 0.51



(8)
19
Properties=species:S:1:pos:R:3:nbo_charge:R:1 method="wB97M-V/def2-TZVPD" total_charge=+1 total_energy_ha=-327.28935 gap_ev="7.68 / 7.68" largest_force_ha_per_bohr=0.0563 relative_energy_kj_mol=446.94 homo_ev="-11.49 / -11.49"
C -0.99880 1.08194 0.28139 -0.48
H 2.06192 -0.11055 -0.18834 0.23
H -1.88975 -1.52488 0.79559 0.22
N -0.79436 -1.73970 -0.95338 -0.51
C 1.18975 1.86264 0.96774 -0.26
H 0.80720 0.34445 -1.37479 0.22
H 2.12774 1.51751 1.40511 0.22
O 0.37146 0.71217 0.63677 -0.34
C -1.89005 -1.44565 -0.27844 0.08
H 1.23346 -2.17395 -0.89631 0.25
C 0.98965 -0.10617 -0.39121 -0.07
H -0.83399 -1.73618 -1.96578 0.42
C 0.50459 -1.56749 -0.35505 -0.26
H 1.38009 2.47320 0.08203 0.21
H 0.46940 -1.91539 0.68121 0.24
H -1.51400 1.40003 1.17659 0.19
H -1.02550 1.79846 -0.53234 0.17
H 0.63643 2.45026 1.70033 0.24
H -2.82524 -1.32071 -0.79111 0.23



(9)
19
Properties=species:S:1:pos:R:3:nbo_charge:R:1 method="wB97M-V/def2-TZVPD" total_charge=+1 total_energy_ha=-327.30304 gap_ev=7.40 largest_force_ha_per_bohr=0.0435 relative_energy_kj_mol=411.01 homo_ev=-14.09
H 0.19155 0.91157 2.02083 0.25
N -0.22137 1.04361 -1.25331 -0.56
H -2.09893 2.43417 -0.44418 0.23
H -1.05973 -0.96367 2.70774 0.24
H 0.29850 1.92085 -1.26605 0.49
H -0.51570 -0.27980 -2.84537 0.23
H 0.09561 -1.93970 1.62526 0.23
H 3.12032 -1.37971 -1.93746 0.48
O 2.88988 -0.94278 -1.10436 -0.96
C -0.82180 0.85910 0.11415 0.14
H 3.27603 -1.54737 -0.45180 0.49
C -0.62906 -1.13641 1.72615 -0.61
C -0.02352 0.20107 1.23211 -0.46
C -1.89546 1.61552 0.23604 -0.35
H 0.91597 0.03820 0.68656 0.21
C -0.00238 -0.08145 -1.91248 0.26
H -1.46624 -1.42410 1.09973 0.21
H -2.58206 1.48351 1.05433 0.24
H 0.52840 -0.81260 -1.28791 0.23



(10)
19
Properties=species:S:1:pos:R:3:nbo_charge:R:1 method="wB97M-V/def2-TZVPD" total_charge=+1 total_energy_ha=-327.23447 gap_ev="7.21 / 6.37" largest_force_ha_per_bohr=0.0762 relative_energy_kj_mol=591.05 homo_ev="-11.60 / -11.14"
H 2.81976 1.02525 0.79877 0.43
C -1.94311 1.31979 -0.45712 -0.60
H -3.03015 -0.37551 0.43269 0.29
H -2.47177 1.89745 0.23815 0.23
O 2.16149 -0.72423 -0.65618 -0.76
H -0.70142 -2.88245 -0.50616 0.27
N 1.78244 1.08848 0.79787 -0.76
H -0.94970 1.54810 -0.47596 0.22
H 3.13669 -0.69746 -1.04105 0.49
H 0.59119 -1.97315 0.11478 0.31
C -0.42830 -2.14631 0.24053 -0.75
H 1.39748 1.14905 -1.29495 0.14
H -2.43602 1.47780 -1.38262 0.25
C -2.11239 -0.01197 0.11670 -0.31
C 1.36244 0.34018 -0.50577 -0.05
C -1.28802 -0.96933 0.13243 0.44
H -0.55158 -2.46066 1.31381 0.27
H 1.31013 1.97162 0.67180 0.44
H 1.35082 0.42335 1.46229 0.44



(11)
19
Properties=species:S:1:pos:R:3:nbo_charge:R:1 method="wB97M-V/def2-TZVPD" total_charge=+1 total_energy_ha=-327.38457 smiles="C=C([NH3+])CCCO" gap_ev=10.53 largest_force_ha_per_bohr=0.0854 relative_energy_kj_mol=196.94 homo_ev=-14.06
N 0.18895 -1.85394 -0.64118 -0.68
H 1.03667 -1.71599 -1.07905 0.43
H -0.69541 1.16779 -1.05694 0.26
H 0.15877 2.52161 2.83834 0.50
H -1.67485 -2.24888 -2.13569 0.21
C -0.47270 0.44861 -0.27428 -0.49
H 1.25482 2.74096 0.48273 0.19
H -0.21807 -2.80511 -0.82612 0.45
H -2.82878 -0.77322 -1.81302 0.27
C 1.08083 1.84745 1.19775 -0.07
C -0.86057 -0.88536 -0.87589 0.14
H 1.06229 -0.36771 1.02766 0.17
O -0.08458 1.91225 2.09333 -0.73
H -1.16478 0.51964 0.63895 0.28
C 0.93105 0.52392 0.37309 -0.40
H 2.00578 1.74520 1.70667 0.19
H 0.38898 -1.82288 0.36474 0.44
C -1.88544 -1.29871 -1.57057 -0.36
H 1.77706 0.34438 -0.45053 0.21



(12)
19
Properties=species:S:1:pos:R:3:mulliken_spin:R:1 method="wB97M-V/def2-TZVPD" total_charge=+1 total_energy_ha=-327.22848 spin_multiplicity=3 gap_ev="4.29 / 9.90" largest_force_ha_per_bohr=0.0785 relative_energy_kj_mol=178.02 homo_ev="-9.54 / -15.94"
H -2.04641 -1.84474 0.38660 0.00
C -0.00507 0.53010 -2.27132 0.01
H -0.39762 1.39045 -1.77725 0.01
H -2.84326 -0.76205 1.53154 0.02
C -1.89946 -1.24819 1.22347 0.03
H -0.95869 0.56233 0.07644 0.00
H -1.62428 -1.82090 2.16437 0.01
H 1.55763 1.08737 1.66552 0.00
H 2.63502 -1.24668 -1.38443 0.00
H -0.91493 -0.20911 -2.53848 0.05
N 2.05620 -0.54007 -1.80332 0.05
C 0.84884 -0.20543 -1.40266 1.22
H 0.20745 2.20062 1.30828 0.01
H 0.48651 0.82981 -3.28940 0.05
O -0.23540 0.29040 2.04822 0.09
C -0.94594 -0.07622 1.03735 0.40
H 2.37971 -0.39405 -2.77071 0.04
C 0.59113 1.43489 1.99346 0.02
H 0.79916 1.80650 3.01298 0.00